(1)
{"formula": "C5H7NO", "method": "ωB97M-V/def2-TZVPD", "symbols": ["C", "C", "C", "C", "N", "C", "O", "H", "H", "H", "H", "H", "H", "H"], "xyz": [[-0.56380, 1.91434, 0.99376], [-0.76774, 0.44899, 0.80127], [0.24858, -0.46045, 0.84773], [0.37014, -0.96250, -0.48355], [1.37058, -1.81654, -0.94068], [-0.62457, -0.38544, -1.21132], [-1.39153, 0.38601, -0.41006], [-0.12676, 2.10503, 0.01588], [0.14685, 2.13529, 1.78726], [-1.50007, 2.45787, 1.05911], [0.95433, -0.60132, 1.66227], [1.77576, -2.35519, -0.19035], [1.04718, -2.40496, -1.69262], [-0.93897, -0.46113, -2.23869]], "forces_ev_per_angstrom": [[-0.3, -0.1, 0.9], [0.4, 0.4, -0.4], [0.1, 0.0, -0.2], [-0.2, -0.3, 0.1], [0.1, -0.1, -0.1], [-0.2, -0.6, 0.0], [-0.1, -0.2, -0.4], [0.4, 0.8, 0.1], [-0.2, 0.2, 0.1], [0.0, 0.2, 0.2], [-0.2, 0.1, -0.3], [0.0, -0.1, -0.2], [0.2, -0.2, 0.0], [0.0, -0.2, 0.0]], "mulliken_charge": [-1.015, 0.346, -0.672, 0.883, -0.550, -0.835, -0.339, 0.316, 0.328, 0.262, 0.365, 0.247, 0.242, 0.421], "gap_ev": 8.801, "homo_ha": -0.2867, "de_lowest_kj_mol": 193.7, "fmax_ev_per_a": 1.01, "smiles": "Cc1cc(N)co1", "total_charge": 0}

---

(2)
{"formula": "C3H5NO2", "method": "ωB97M-V/def2-TZVPD", "symbols": ["O", "C", "C", "O", "C", "N", "H", "H", "H", "H", "H"], "xyz": [[-0.42771, -1.70658, -0.87484], [-0.70853, -0.47126, -0.26459], [0.58408, 0.17989, 0.21519], [1.43606, 0.68175, -0.67672], [0.22203, 1.39578, 1.74827], [-0.40161, 1.86974, 0.85695], [-0.22796, -2.35719, -0.19131], [-1.19083, 0.16466, -1.01244], [-1.38683, -0.55734, 0.59009], [1.14064, -0.42956, 0.92661], [0.96067, 1.23011, -1.31719]], "forces_ev_per_angstrom": [[0.2, -0.1, 0.1], [-0.1, 0.4, 0.2], [-0.2, -0.1, 0.0], [-0.1, 0.2, 0.0], [-0.4, 0.4, -0.6], [0.6, -0.7, 0.4], [0.0, 0.0, -0.1], [0.1, -0.1, 0.1], [0.1, 0.0, -0.1], [-0.2, 0.1, -0.1], [0.0, -0.1, 0.0]], "mulliken_charge": [-0.494, -0.500, 0.085, -0.442, -0.161, -0.297, 0.325, 0.385, 0.312, 0.394, 0.392], "gap_ev": 11.084, "homo_ha": -0.3965, "de_lowest_kj_mol": 365.5, "fmax_ev_per_a": 1.07, "total_charge": 0}

---

(3)
{"formula": "C30H78O15", "method": "ωB97M-V/def2-TZVPD", "symbols": ["C", "C", "C", "O", "C", "H", "H", "H", "H", "H", "H", "H", "H", "C", "C", "C", "O", "C", "H", "H", "H", "H", "H", "H", "H", "H", "C", "C", "C", "O", "C", "H", "H", "H", "H", "H", "H", "H", "H", "C", "O", "C", "C", "O", "C", "H", "H", "H", "H", "H", "H", "H", "H", "H", "H", "C", "O", "C", "C", "O", "C", "H", "H", "H", "H", "H", "H", "H", "H", "H", "H", "C", "O", "C", "C", "O", "C", "H", "H", "H", "H", "H", "H", "H", "H", "H", "H", "C", "O", "H", "H", "H", "H", "C", "O", "H", "H", "H", "H", "C", "O", "H", "H", "H", "H", "C", "O", "H", "H", "H", "H", "C", "O", "H", "H", "H", "H", "C", "O", "H", "H", "H", "H"], "xyz": [[3.98603, -2.50329, 3.16173], [3.65780, -2.35290, 1.70386], [3.98769, -0.90390, 1.32284], [3.61622, -0.24273, 2.52379], [3.51637, -1.11143, 3.68738], [5.04825, -2.66922, 3.34129], [3.44261, -3.29882, 3.67157], [2.58357, -2.48925, 1.57920], [4.14818, -3.11719, 1.10096], [3.41171, -0.47157, 0.50465], [5.04732, -0.79667, 1.09090], [2.44670, -1.14884, 3.89352], [4.11308, -0.67816, 4.49007], [0.16812, 6.20739, -3.33942], [-0.14575, 5.25041, -2.25495], [-0.13024, 6.18377, -1.00582], [0.94676, 7.05869, -1.26644], [1.20719, 7.12037, -2.68916], [-0.66564, 6.84959, -3.62319], [0.36946, 5.72950, -4.29816], [0.52773, 4.40603, -2.10814], [-1.15401, 4.85225, -2.36890], [0.06794, 5.67703, -0.06134], [-1.03715, 6.78620, -0.95398], [2.21627, 6.77456, -2.91338], [1.09022, 8.12805, -3.08791], [-3.23472, 4.02026, -0.56377], [-3.76944, 3.20183, 0.59212], [-4.16649, 4.30088, 1.59156], [-4.67732, 5.34415, 0.78992], [-3.82739, 5.41248, -0.34377], [-3.46975, 3.61411, -1.54759], [-2.15079, 4.09456, -0.47622], [-2.98887, 2.50883, 0.90605], [-4.59127, 2.54342, 0.31071], [-3.31962, 4.56035, 2.22685], [-4.90514, 3.97461, 2.32371], [-3.02819, 6.15302, -0.31268], [-4.45751, 5.60774, -1.21148], [-4.44282, 0.71018, 7.43445], [-3.66039, 1.00229, 6.29464], [-3.51780, -0.03416, 5.35762], [-2.64813, 0.43102, 4.21946], [-1.30063, 0.74975, 4.66337], [-0.38154, 0.97764, 3.60745], [-4.28477, -0.34522, 7.65636], [-5.46924, 0.91027, 7.12702], [-4.17596, 1.29239, 8.31645], [-4.54155, -0.26540, 5.06342], [-3.10050, -0.89923, 5.87300], [-3.11688, 1.27940, 3.72084], [-2.55306, -0.44220, 3.57405], [0.58929, 1.26206, 4.01326], [-0.67911, 1.76741, 2.91765], [-0.23867, 0.10574, 2.96911], [-1.48856, -1.44389, 0.33805], [-0.10590, -1.19512, 0.06622], [0.14636, -0.37297, -1.05902], [-0.48818, 1.08018, -0.91671], [-0.30911, 1.79438, 0.31215], [0.98571, 2.29078, 0.52403], [-2.00489, -0.60702, 0.80832], [-1.69529, -2.15745, 1.13567], [-2.08065, -1.73457, -0.52973], [-0.28390, -0.86473, -1.93146], [1.20898, -0.35878, -1.30142], [-1.55603, 0.86287, -0.94051], [-0.20770, 1.67778, -1.78407], [1.77090, 1.62601, 0.16395], [1.09510, 2.36950, 1.60566], [1.03628, 3.30535, 0.12882], [-1.68213, -8.11923, -5.77104], [-0.63206, -7.26938, -5.29112], [-0.19453, -7.58402, -3.94287], [0.83939, -6.52242, -3.45390], [0.08856, -5.31135, -3.38775], [0.73878, -4.15763, -2.91653], [-1.51110, -9.19541, -5.74513], [-2.05433, -7.81036, -6.74785], [-2.50462, -7.99570, -5.06651], [0.35799, -8.51231, -4.08812], [-0.99716, -7.75030, -3.22437], [1.75561, -6.42828, -4.03681], [1.12149, -6.79695, -2.43746], [1.62512, -3.93598, -3.51098], [1.06347, -4.18641, -1.87641], [0.11108, -3.27536, -3.04186], [-3.17410, -4.64316, 1.50858], [-3.36396, -3.73233, 2.60604], [-2.27229, -4.35862, 0.96649], [-3.13446, -5.68305, 1.83286], [-4.01875, -4.47334, 0.84088], [-2.55411, -3.72473, 3.12150], [-0.35783, -0.47930, -4.90110], [-0.10670, 0.80085, -5.22806], [-0.62371, -1.01749, -5.81091], [0.48195, -0.92317, -4.36645], [-1.19300, -0.57293, -4.20697], [0.58000, 0.81849, -5.89868], [3.91348, 2.80575, 2.51110], [4.82852, 3.60412, 1.75868], [3.52825, 2.02468, 1.85563], [4.44791, 2.18273, 3.22828], [3.06780, 3.28880, 3.00057], [5.26903, 4.13982, 2.42244], [2.87380, 2.16067, -3.86040], [2.95957, 1.58687, -2.60969], [2.06605, 2.89202, -3.83237], [3.79132, 2.63224, -4.21236], [2.58148, 1.43643, -4.62075], [3.38758, 2.21436, -2.02260], [4.11581, -1.46694, -2.74573], [2.91681, -1.08942, -3.42937], [4.91037, -0.72469, -2.82213], [3.98387, -1.68098, -1.68513], [4.46453, -2.35705, -3.26937], [2.82408, -0.17082, -3.16634], [0.01599, -3.05366, 3.38873], [-0.90253, -4.02203, 3.88428], [0.15385, -3.12248, 2.30968], [-0.30599, -2.05224, 3.67437], [0.99981, -3.25579, 3.81222], [-0.66075, -4.48342, 4.69068]], "forces_ev_per_angstrom": [[0.0, 1.2, 1.0], [-0.4, -0.7, -1.3], [-0.2, -1.1, 1.3], [0.2, 1.0, 0.6], [0.3, -0.4, -1.8], [0.1, 0.1, 0.0], [0.0, -0.1, -0.2], [-0.1, 0.0, -0.1], [0.1, 0.1, -0.2], [-0.2, -0.2, 0.0], [0.3, 0.2, 0.1], [0.0, 0.0, 0.6], [-0.2, -0.1, 0.1], [0.1, 0.7, -0.9], [-1.8, -0.2, 1.8], [0.4, -0.5, -1.1], [0.9, 0.6, -0.7], [-0.1, -0.3, -0.2], [-0.5, -0.2, 0.5], [0.9, 0.0, 0.1], [0.3, 0.2, -0.3], [0.0, -0.3, -0.1], [-0.1, 0.0, 0.0], [-0.3, -0.2, 0.1], [0.2, 0.1, 0.3], [0.1, 0.2, 0.4], [0.6, 0.1, 0.0], [0.2, -0.6, 0.2], [-0.2, -1.3, 0.4], [0.6, 0.2, 0.3], [-0.7, -0.4, -1.3], [0.0, 0.0, 0.1], [0.1, -0.2, -0.1], [0.1, 0.2, 0.5], [-0.4, 0.4, 0.0], [0.5, 0.6, -0.3], [-0.4, 0.1, -0.3], [-0.2, 0.3, 0.5], [-0.1, 0.6, 0.1], [0.0, -0.6, -1.1], [1.1, 1.5, 0.6], [-0.3, 0.6, 1.2], [1.1, -0.5, 0.3], [-0.8, 0.0, 0.0], [-0.3, 0.0, -0.2], [-0.4, -0.2, 0.4], [-0.4, -0.2, 0.6], [0.2, 0.2, -0.4], [0.0, -0.5, -0.8], [0.2, -0.3, -0.2], [0.1, 0.1, -0.2], [-0.2, 0.1, -0.6], [-0.1, -0.1, 0.3], [-0.4, 0.3, 0.1], [0.0, -0.4, 0.0], [-0.4, 0.6, 0.4], [-0.3, -0.4, 0.6], [-0.5, 1.0, 0.4], [-0.2, -1.3, 0.3], [-0.2, -1.2, -0.9], [-0.3, 0.2, 0.7], [0.2, 0.8, -0.4], [1.0, -0.7, -0.3], [0.3, -0.1, -0.3], [-0.4, 0.3, -0.3], [0.2, 0.0, 0.7], [-0.1, 0.5, -0.2], [0.1, 0.1, -0.1], [0.0, 0.1, -0.2], [0.2, 0.0, 0.0], [0.5, 0.1, -0.3], [-0.5, 0.6, 1.4], [-0.2, -0.3, 0.2], [1.6, 0.1, -1.8], [-2.1, 0.3, 0.4], [-0.1, 0.1, 0.0], [0.7, 0.2, -0.4], [0.8, -0.1, -0.2], [0.5, 0.1, 0.0], [-0.5, 0.1, 0.0], [0.1, -0.4, 0.6], [-0.2, 0.4, -0.1], [-0.2, 0.0, -0.5], [0.2, -0.3, 0.2], [0.3, -0.1, -0.2], [-0.1, -0.4, 0.3], [-0.4, -0.3, 0.0], [-0.2, 1.1, 0.4], [-0.4, -0.3, -0.6], [0.2, -0.3, -0.1], [0.0, 0.0, 0.0], [0.0, -0.3, 0.0], [0.3, -0.2, 0.3], [-0.4, -2.6, 0.6], [0.4, 3.2, -0.4], [0.1, -0.7, 0.2], [0.2, -0.5, -0.2], [-0.3, 0.4, -0.1], [0.0, 0.1, 0.0], [0.4, -1.5, -0.5], [-0.6, 0.2, 0.6], [-0.2, 0.4, -0.2], [0.1, 0.3, 0.4], [0.2, 0.6, -0.1], [0.2, 0.3, -0.2], [-0.8, 1.1, -1.5], [0.5, -0.9, 1.2], [0.0, 0.3, -0.3], [0.2, 0.0, 0.2], [0.1, -0.3, 0.3], [0.0, -0.1, 0.2], [0.1, -0.6, -0.8], [0.6, 0.0, 0.6], [-0.1, 0.3, -0.1], [-0.3, -0.1, 0.1], [0.1, -0.1, 0.3], [-0.4, 0.3, 0.1], [0.7, -0.3, 0.8], [-0.7, -0.2, -0.7], [-0.5, -0.1, 0.0], [0.0, 0.0, -0.1], [0.1, 0.2, 0.1], [0.4, 0.4, -0.1]], "mulliken_charge": [-0.775, 0.029, 0.241, -0.259, -0.189, 0.307, 0.360, -0.306, 0.527, -0.456, 0.363, -0.042, 0.305, -0.823, 0.361, -0.167, -0.480, -0.547, 0.303, 0.436, -0.276, 0.288, 0.246, 0.105, 0.270, 0.323, 0.197, 0.106, -0.647, -0.451, -0.501, 0.456, -0.463, -0.236, 0.307, 0.333, 0.388, 0.213, 0.328, -0.725, -0.328, -0.920, 0.358, -0.451, -0.025, 0.306, 0.269, 0.234, 0.387, 0.383, 0.062, 0.134, 0.181, 0.118, 0.004, -0.136, 0.245, 0.039, -1.064, 0.194, -0.157, -0.011, -0.427, 0.399, 0.193, -0.282, 0.378, 0.479, -0.085, -0.025, 0.067, -0.773, -0.310, -0.580, -0.555, -0.289, -0.698, 0.299, 0.263, 0.332, 0.393, 0.364, 0.345, 0.351, 0.344, 0.337, 0.166, -0.463, -0.534, 0.133, 0.269, 0.244, 0.304, -0.417, -0.501, 0.417, 0.030, 0.239, 0.308, -0.175, -0.529, -0.242, 0.357, 0.293, 0.298, -0.360, -0.367, 0.057, 0.367, 0.103, 0.231, -0.622, -0.354, 0.321, 0.095, 0.353, 0.151, 0.043, -0.578, -0.065, 0.061, 0.294, 0.280], "gap_ev": 9.834, "homo_ha": -0.3462, "fmax_ev_per_a": 3.29, "smiles": "C1CCOC1.C1CCOC1.C1CCOC1.COCCOC.COCCOC.COCCOC.CO.CO.CO.CO.CO.CO", "total_charge": 0}